Computed, not measured: C36H32AsF5INOOsSe as an isolated structure, with wB97M-V/def2-TZVPD.

Each line ends with the Löwdin spin population.
Geometry (Å):
Os: 0.637 -0.997 -0.114  2.42
C: 0.554 -3.424 -1.265  0.14
C: 1.866 -3.070 -0.706  0.06
C: 2.320 -1.898 -1.338  0.08
C: 1.236 -1.414 -2.173  0.03
C: 0.179 -2.432 -2.149  0.05
C: -1.052 -2.401 -2.992  0.00
C: 1.371 -0.369 -3.240  0.01
C: 3.692 -1.303 -1.273  0.03
C: 2.648 -3.948 0.207  0.01
C: -0.186 -4.678 -0.953  0.03
H: -0.909 -3.031 -3.874  0.00
H: -1.272 -1.396 -3.343  0.00
H: -1.920 -2.786 -2.458  0.00
H: 1.690 -0.842 -4.172  0.00
H: 2.113 0.383 -2.978  0.00
H: 0.425 0.135 -3.438  0.00
H: 4.308 -1.724 -2.070  0.01
H: 4.185 -1.522 -0.327  0.00
H: 3.674 -0.222 -1.412  0.00
H: 3.076 -4.770 -0.373  0.00
H: 2.019 -4.395 0.977  0.00
H: 3.468 -3.418 0.685  0.00
H: 0.206 -5.497 -1.562  0.01
H: -1.248 -4.587 -1.172  0.00
H: -0.069 -4.976 0.089  0.01
C: -4.164 2.320 2.180  0.00
C: -3.318 3.263 1.610  0.00
C: -2.279 2.859 0.783  0.00
C: -2.084 1.503 0.542  0.01
C: -2.938 0.559 1.098  0.01
C: -3.980 0.970 1.918  0.00
As: -0.757 0.948 -0.741  0.04
C: 0.299 2.465 -1.244  0.02
C: 1.428 2.982 -0.626  0.00
C: 2.063 4.079 -1.193  0.00
C: 1.577 4.630 -2.373  0.00
C: 0.467 4.087 -3.005  0.00
C: -0.182 2.992 -2.449  0.00
C: -1.358 2.302 -3.031  0.00
C: -2.080 2.725 -4.141  0.00
C: -3.198 2.011 -4.549  0.00
C: -3.619 0.884 -3.850  0.00
C: -2.911 0.455 -2.737  0.00
C: -1.779 1.155 -2.356  0.00
H: -4.974 2.641 2.821  0.00
H: -3.478 4.317 1.796  0.00
H: -1.634 3.598 0.320  0.00
H: -2.826 -0.494 0.868  0.01
H: -4.648 0.236 2.350  0.00
H: 1.820 2.540 0.280  0.00
H: 2.939 4.499 -0.719  0.00
H: 2.073 5.486 -2.810  0.00
H: 0.121 4.512 -3.938  0.00
H: -1.787 3.615 -4.682  0.00
H: -3.759 2.347 -5.410  0.00
H: -4.503 0.349 -4.168  0.00
H: -3.253 -0.408 -2.178  0.00
N: 2.625 1.162 2.974  0.00
C: 1.348 1.316 2.626  0.01
O: 0.828 0.633 1.725  0.11
C: 0.567 2.367 3.356  0.00
I: -0.616 1.421 4.858  0.00
H: 3.186 0.447 2.538  0.00
H: 3.041 1.711 3.709  0.00
H: -0.131 2.846 2.681  0.00
H: 1.195 3.096 3.858  0.00
F: 1.728 -2.110 6.907  0.02
C: 1.206 -2.176 5.705  0.06
C: 2.011 -1.959 4.591  0.00
F: 3.306 -1.704 4.744  0.00
C: 1.458 -2.017 3.334  0.04
F: 2.287 -1.862 2.285  0.03
C: 0.102 -2.272 3.137  0.07
Se: -0.725 -2.387 1.458  0.61
C: -0.680 -2.504 4.274  0.05
F: -1.976 -2.742 4.143  0.02
C: -0.143 -2.458 5.546  -0.01
F: -0.905 -2.649 6.606  -0.01

As for the expectation value of S²: 6.035. As for the multiplicity: 5. The total charge is +2. Its HOMO energy (spin up / spin down) is -0.49028 / -0.49964 Ha. For the largest force on an atom, the calculation gives 1.167 eV/A. The HOMO-LUMO gap (spin up / spin down) comes out at 0.265 / 0.186 Ha.



Computed, not measured: C30H34Cl6N5O2V as an isolated structure, with wB97M-V/def2-TZVPD.

Each line ends with the Löwdin spin population.
Geometry (Å):
O: -2.755 -0.199 1.434  -0.19
V: -2.225 -1.163 0.301  1.11
C: 1.560 -0.082 -1.235  0.00
C: 0.823 0.352 0.019  0.01
C: 0.694 1.874 0.095  0.00
O: -0.413 -0.313 0.134  0.07
H: 1.713 -1.155 -1.351  0.00
H: 2.541 0.401 -1.270  0.00
H: 1.064 0.255 -2.153  0.00
H: 1.442 0.024 0.868  0.00
H: 0.336 2.116 1.098  0.00
H: -0.041 2.258 -0.606  0.00
H: 1.673 2.332 -0.039  0.00
N: 3.299 -0.663 4.550  0.00
C: 2.904 -1.685 3.795  0.00
C: 3.501 -2.936 3.883  0.00
C: 4.556 -3.148 4.752  0.00
C: 4.905 -2.079 5.566  0.00
C: 4.263 -0.868 5.451  0.00
H: 2.125 -1.421 3.090  0.00
H: 3.184 -3.736 3.223  0.00
H: 4.995 -4.119 4.927  0.00
H: 5.733 -2.199 6.255  0.00
H: 4.504 0.007 6.042  0.00
N: 0.782 -1.622 -6.471  0.00
C: 1.898 -1.207 -5.872  0.00
C: 1.977 -0.067 -5.085  0.00
C: 0.800 0.674 -4.931  0.00
C: -0.318 0.311 -5.649  0.00
C: -0.288 -0.837 -6.419  0.00
H: 2.804 -1.780 -6.038  0.00
H: 2.838 0.341 -4.574  0.00
H: 0.816 1.582 -4.339  0.00
H: -1.216 0.913 -5.573  0.00
H: -1.190 -1.242 -6.863  0.00
N: -1.611 -2.544 -1.377  0.00
C: -0.721 -2.177 -2.305  0.00
C: -0.106 -3.058 -3.168  0.00
C: -0.468 -4.400 -3.098  0.00
C: -1.401 -4.807 -2.160  0.00
C: -1.964 -3.837 -1.352  0.00
H: -0.450 -1.132 -2.300  0.00
H: 0.589 -2.742 -3.933  0.00
H: -0.033 -5.099 -3.801  0.00
H: -1.713 -5.837 -2.076  0.00
H: -2.659 -4.203 -0.601  0.00
N: -1.372 1.214 3.952  0.00
C: -2.364 1.164 4.832  0.00
C: -2.538 0.058 5.650  0.00
C: -1.688 -1.026 5.539  0.00
C: -0.656 -0.962 4.620  0.00
C: -0.569 0.172 3.815  0.00
H: -3.070 1.984 4.822  0.00
H: -3.325 0.076 6.394  0.00
H: -1.878 -1.895 6.155  0.00
H: 0.071 -1.753 4.490  0.00
H: 0.334 0.297 3.226  0.00
N: -2.874 0.177 -1.469  -0.01
C: -2.729 1.498 -1.277  0.00
C: -3.228 2.471 -2.110  0.00
C: -4.009 2.054 -3.177  0.00
C: -4.156 0.694 -3.423  0.00
C: -3.547 -0.194 -2.556  0.00
H: -2.078 1.747 -0.448  0.00
H: -3.055 3.522 -1.937  0.00
H: -4.492 2.736 -3.865  0.00
H: -4.653 0.380 -4.329  0.00
H: -3.695 -1.251 -2.744  0.00
C: 0.366 3.938 3.536  0.00
Cl: 1.767 2.874 3.461  0.00
Cl: 0.676 5.502 2.809  0.00
Cl: -0.337 4.040 5.159  0.00
H: -0.460 3.499 2.988  0.00
C: 1.012 5.114 -0.915  0.00
Cl: 1.403 4.482 -2.509  0.00
Cl: -0.691 4.876 -0.527  0.00
Cl: 1.468 6.816 -0.834  0.00
H: 1.619 4.613 -0.172  0.00

As for the expectation value of S²: 0.776. As for the multiplicity: 2. The total charge is +1. Its HOMO energy (spin up / spin down) is -0.41884 / -0.41887 Ha. For the largest force on an atom, the calculation gives 7.057 eV/A. The HOMO-LUMO gap (spin up / spin down) comes out at 0.261 / 0.265 Ha.



Computed, not measured: C43H49BiN6O as an isolated structure, with wB97M-V/def2-TZVPD.

Each line ends with the Löwdin charge.
Geometry (Å):
Bi: -0.914 0.351 0.501  1.90
C: -0.590 -0.044 6.194  -0.12
C: 0.224 -0.289 5.099  -0.11
C: -0.058 0.282 3.869  -0.10
C: -1.172 1.125 3.692  -0.31
C: -1.981 1.369 4.817  -0.03
C: -1.691 0.790 6.040  -0.09
N: -1.467 1.588 2.428  -0.14
C: -2.342 2.605 2.145  -0.27
C: -2.493 3.791 2.878  -0.05
C: -3.443 4.729 2.517  -0.10
C: -4.281 4.513 1.424  -0.11
C: -4.136 3.373 0.662  -0.03
C: -3.154 2.434 0.991  -0.24
N: -2.956 1.260 0.307  -0.15
N: -3.921 0.758 -0.424  0.08
C: -3.702 -0.489 -0.885  -0.36
C: -4.760 -1.178 -1.521  -0.01
C: -4.563 -2.468 -1.934  -0.07
C: -3.303 -3.064 -1.772  -0.07
C: -2.314 -2.335 -1.152  -0.16
N: -2.509 -1.099 -0.688  -0.05
H: -0.374 -0.500 7.150  0.09
H: 1.091 -0.931 5.206  0.10
H: 0.584 0.078 3.017  0.06
H: -2.858 1.992 4.711  0.10
H: -2.337 0.995 6.884  0.10
H: -1.864 3.953 3.744  0.11
H: -3.548 5.640 3.093  0.10
H: -5.042 5.240 1.171  0.10
H: -4.770 3.170 -0.190  0.10
H: -5.702 -0.660 -1.631  0.11
H: -5.375 -3.029 -2.379  0.11
H: -3.112 -4.072 -2.110  0.10
H: -1.319 -2.736 -1.008  0.08
C: 1.999 -1.580 0.581  -0.06
C: 2.383 -1.212 -0.688  -0.09
C: 1.807 -2.230 -1.624  -0.06
C: 1.171 -3.167 -0.834  -0.04
C: 1.265 -2.802 0.530  -0.16
C: 0.767 -3.606 1.702  -0.54
C: 0.575 -5.075 1.302  -0.05
C: -0.577 -3.057 2.214  -0.03
C: 1.793 -3.536 2.844  -0.04
C: 1.677 -2.276 -3.140  -0.52
C: 2.981 -2.084 -3.929  -0.05
C: 1.135 -3.647 -3.586  -0.07
C: 0.642 -1.217 -3.568  -0.03
C: 3.406 -0.117 -0.928  -0.52
C: 2.968 0.924 -1.970  -0.03
C: 3.672 0.669 0.366  -0.06
C: 4.749 -0.767 -1.317  -0.03
H: 2.275 -1.074 1.493  0.10
H: 0.712 -4.075 -1.186  0.10
H: -0.252 -5.192 0.599  0.08
H: 0.355 -5.669 2.190  0.09
H: 1.482 -5.469 0.842  0.09
H: -1.327 -3.037 1.421  0.07
H: -0.466 -2.048 2.614  0.05
H: -0.949 -3.699 3.015  0.09
H: 2.776 -3.854 2.492  0.09
H: 1.485 -4.188 3.663  0.09
H: 1.879 -2.520 3.233  0.07
H: 3.703 -2.860 -3.666  0.09
H: 3.444 -1.115 -3.776  0.05
H: 2.763 -2.174 -4.995  0.09
H: 1.774 -4.454 -3.220  0.09
H: 1.125 -3.689 -4.675  0.08
H: 0.116 -3.815 -3.236  0.08
H: 1.006 -0.202 -3.416  0.06
H: -0.273 -1.317 -2.984  0.07
H: 0.397 -1.343 -4.625  0.09
H: 1.993 1.335 -1.700  0.07
H: 2.896 0.522 -2.976  0.06
H: 3.692 1.741 -1.996  0.09
H: 2.754 1.110 0.749  0.05
H: 4.375 1.475 0.154  0.09
H: 4.117 0.039 1.138  0.09
H: 4.666 -1.394 -2.201  0.05
H: 5.097 -1.397 -0.496  0.09
H: 5.497 0.006 -1.503  0.09
O: -0.897 1.031 -1.600  -0.31
C: -0.767 2.173 -2.226  -0.36
C: -1.309 2.258 -3.528  -0.01
C: -1.151 3.374 -4.312  -0.08
C: -0.433 4.473 -3.837  -0.10
C: 0.078 4.430 -2.562  -0.04
C: -0.098 3.314 -1.726  -0.10
C: 0.411 3.351 -0.370  -0.26
N: 0.449 2.352 0.504  -0.04
C: 1.035 2.832 1.655  -0.15
C: 1.358 4.134 1.480  -0.06
N: 0.958 4.452 0.203  0.13
H: -1.844 1.389 -3.889  0.12
H: -1.572 3.397 -5.309  0.10
H: -0.275 5.344 -4.458  0.10
H: 0.652 5.280 -2.213  0.10
H: 1.190 2.217 2.524  0.10
H: 1.834 4.839 2.137  0.11
H: 1.006 5.358 -0.223  0.14

Its HOMO energy (spin up / spin down) is -0.24672 / -0.23093 Ha. For the largest force on an atom, the calculation gives 0.942 eV/A. The HOMO-LUMO gap (spin up / spin down) comes out at 0.222 / 0.184 Ha.



Computed, not measured: a 10-piece molecular cluster, C34H55FO30 overall, with wB97M-V/def2-TZVPD.

Each line ends with the Löwdin spin population.
Geometry (Å):
C: -1.455 5.591 -2.969  0.00
C: -0.687 6.129 -4.169  0.00
O: 0.580 6.433 -3.553  0.00
C: 0.487 6.667 -2.247  0.00
O: 1.342 7.249 -1.577  0.00
O: -0.738 6.278 -1.907  0.00
H: -1.137 4.559 -2.821  0.00
H: -2.541 5.565 -3.064  0.00
H: -1.066 6.992 -4.717  0.00
H: -0.602 5.368 -4.944  0.00
C: -1.640 4.511 1.004  0.00
C: -2.817 4.815 1.935  0.00
O: -3.536 3.616 1.986  0.00
C: -2.773 2.617 1.410  0.00
O: -3.158 1.446 1.312  0.00
O: -1.657 3.090 0.939  0.00
H: -0.658 4.653 1.454  0.00
H: -1.856 4.904 0.010  0.00
H: -3.424 5.683 1.678  0.00
H: -2.401 5.017 2.923  0.00
C: 1.493 1.232 5.400  0.06
C: 2.823 1.518 4.782  0.06
O: 3.527 0.368 4.733  0.12
C: 2.844 -0.605 5.278  0.01
O: 3.212 -1.737 5.495  -0.01
O: 1.649 -0.165 5.711  0.10
H: 0.584 1.579 4.910  0.02
H: 1.457 1.819 6.317  0.03
H: 3.361 2.241 5.396  0.02
H: 2.540 1.892 3.798  0.04
C: 0.521 -1.009 -4.386  0.00
C: -0.072 0.195 -5.151  0.00
O: -0.997 -0.391 -6.082  0.00
C: -0.596 -1.705 -6.213  0.00
O: -0.938 -2.509 -7.078  0.00
O: 0.274 -2.080 -5.247  0.00
H: -0.038 -1.181 -3.467  0.00
H: 1.586 -0.802 -4.285  0.00
H: 0.596 0.860 -5.700  0.00
H: -0.549 0.922 -4.494  0.00
C: -3.530 0.200 -1.548  0.00
C: -2.096 0.373 -1.984  0.00
O: -2.032 1.772 -2.372  0.00
C: -3.266 2.274 -2.324  0.00
O: -3.642 3.311 -2.905  0.00
O: -4.061 1.479 -1.620  0.00
H: -3.536 -0.236 -0.549  0.00
H: -3.948 -0.450 -2.317  0.00
H: -1.744 -0.186 -2.851  0.00
H: -1.375 0.146 -1.199  0.00
C: -0.297 -4.033 -1.177  0.00
C: -1.121 -2.782 -1.316  0.00
O: -2.041 -3.039 -2.340  0.00
C: -3.342 -3.191 -2.017  0.00
O: -3.860 -3.367 -0.910  0.00
O: -4.083 -2.986 -3.154  0.00
C: -5.435 -2.704 -3.025  0.00
H: -0.939 -4.914 -1.190  0.00
H: 0.260 -4.089 -0.242  0.00
H: 0.454 -4.066 -1.967  0.00
H: -0.407 -2.049 -1.690  0.00
H: -1.379 -2.401 -0.328  0.00
H: -5.564 -1.647 -3.257  0.00
H: -5.788 -2.952 -2.025  0.00
H: -5.891 -3.308 -3.809  0.00
C: 4.096 -3.933 1.926  0.00
C: 3.343 -3.565 0.631  0.00
O: 4.173 -2.695 -0.096  0.00
C: 3.846 -2.299 -1.308  0.00
O: 2.838 -2.648 -1.956  0.00
O: 4.855 -1.510 -1.802  0.00
C: 4.601 -0.728 -2.901  0.00
H: 4.341 -3.112 2.601  0.00
H: 5.048 -4.358 1.610  0.00
H: 3.619 -4.720 2.510  0.00
H: 2.436 -3.060 0.962  0.00
H: 3.097 -4.370 -0.061  0.00
H: 4.050 0.182 -2.664  0.00
H: 3.958 -1.279 -3.587  0.00
H: 5.476 -0.434 -3.480  0.00
C: -0.482 -0.407 2.753  0.00
C: 0.866 -0.382 2.115  0.01
O: 0.714 -0.067 0.692  0.03
C: 1.444 0.904 0.119  0.02
O: 2.096 1.845 0.741  0.43
O: 1.247 0.847 -1.136  0.03
C: 1.375 2.030 -1.985  0.00
H: -1.127 -1.101 2.215  0.00
H: -0.805 0.611 2.970  0.00
H: -0.327 -0.800 3.757  0.00
H: 1.465 -1.289 2.032  0.00
H: 1.452 0.414 2.575  0.00
H: 0.491 2.667 -1.969  0.00
H: 1.469 1.666 -3.008  0.00
H: 2.305 2.583 -1.860  0.00
C: -2.823 -7.373 1.666  0.00
C: -3.181 -5.857 1.711  0.00
O: -2.070 -4.973 1.675  0.00
C: -1.390 -4.410 2.735  0.00
O: -0.433 -3.650 2.562  0.00
O: -1.878 -4.867 3.936  0.00
C: -1.369 -4.340 5.106  0.00
H: -2.435 -7.687 2.635  0.00
H: -2.043 -7.661 0.960  0.00
H: -3.703 -7.998 1.514  0.00
H: -3.759 -5.644 2.610  0.00
H: -3.787 -5.707 0.818  0.00
H: -0.375 -4.723 5.338  0.00
H: -1.978 -4.524 5.992  0.00
H: -1.461 -3.260 4.989  0.00
C: 3.833 5.756 1.558  0.00
C: 4.289 4.269 1.603  0.01
O: 3.532 3.855 2.608  0.02
C: 2.345 4.546 2.616  0.00
O: 1.340 4.316 3.295  0.01
O: 2.519 5.762 2.060  0.00
F: 5.584 4.111 1.895  0.00
H: 3.899 6.162 0.549  0.00
H: 4.439 6.382 2.214  0.00
H: 4.068 3.740 0.676  0.00

As for the expectation value of S²: 0.756. As for the multiplicity: 2. The total charge is +1. Its HOMO energy (spin up / spin down) is -0.46133 / -0.46132 Ha. For the largest force on an atom, the calculation gives 5.051 eV/A. The HOMO-LUMO gap (spin up / spin down) comes out at 0.370 / 0.075 Ha.



Computed, not measured: C4H5NO2S2 as an isolated structure, with wB97M-V/def2-TZVPD.

Each line ends with the Löwdin charge.
Geometry (Å):
C: -1.337 -0.273 -0.397  -0.54
C: 1.458 -0.751 -0.437  -0.37
C: -0.090 0.474 -0.713  -0.87
C: -1.769 -0.420 1.070  0.01
N: 2.363 0.138 0.017  0.10
O: -2.021 -0.679 -1.306  0.09
O: 1.407 -1.904 -0.843  0.09
S: 0.163 1.623 -2.050  0.58
S: 0.126 2.196 -0.098  0.53
H: -2.375 -1.231 0.951  0.05
H: -2.121 0.628 1.280  0.11
H: -0.840 -0.682 1.584  0.09
H: 2.002 1.123 0.291  0.04
H: 3.035 -0.241 0.654  0.11

Its HOMO energy is -0.32391 Ha. For the largest force on an atom, the calculation gives 4.551 eV/A. The HOMO-LUMO gap comes out at 0.318 Ha.



Computed, not measured: a 2-piece molecular cluster, CH4NO3 overall, with wB97M-V/def2-TZVPD.

Each line ends with the Löwdin charge.
Geometry (Å):
C: -0.041 0.521 0.805  -0.46
N: -0.965 -0.316 0.883  0.33
O: 1.187 0.677 1.145  0.29
O: 0.235 1.804 0.778  0.30
O: 0.581 -0.552 -1.325  0.01
H: -0.658 -1.272 0.658  0.19
H: 0.121 -0.053 -1.995  0.08
H: -1.950 -0.247 0.595  0.20
H: 1.490 -0.561 -1.545  0.06

The total charge is +1. Its HOMO energy is -0.62639 Ha. For the largest force on an atom, the calculation gives 3.490 eV/A. The HOMO-LUMO gap comes out at 0.401 Ha.